The following is a quantum chemistry calculation of C15H17NPt as an isolated structure in a non-equilibrium geometry, from the OMol25 dataset.

The geometry in XYZ format:
```
34
C15H17NPt, DFT ωB97M-V/def2-TZVPD
C 0.058 -1.298 -1.855
C -1.277 -1.423 -1.330
C -1.189 -2.017 -0.019
C 0.202 -2.268 0.261
C 0.974 -1.817 -0.871
Pt -0.118 -0.006 0.073
C -0.947 1.650 -1.068
C 0.406 2.009 -1.561
C 0.786 2.753 -2.627
N 1.353 1.291 -0.589
H -2.031 -2.281 0.622
H -2.195 -1.153 -1.849
H 0.599 -2.753 1.151
H 2.052 -1.907 -0.986
H 0.324 -0.941 -2.846
H -1.667 1.335 -1.830
H 2.167 0.900 -1.065
H -1.355 2.368 -0.350
H 0.023 3.239 -3.225
H 1.834 2.872 -2.871
C -0.403 0.754 1.940
C 0.001 -0.181 3.043
C -0.950 -0.642 3.967
C -0.568 -1.519 4.984
C 0.762 -1.951 5.078
C 1.710 -1.499 4.151
C 1.331 -0.612 3.140
H -1.457 1.041 2.044
H 0.235 1.650 1.933
H -1.984 -0.305 3.866
H -1.310 -1.866 5.705
H 1.060 -2.637 5.873
H 2.747 -1.834 4.211
H 2.058 -0.260 2.405
```

Output
- Energy: -20561.070 eV
- Net charge: -2
- Maximum force: 3.92 eV/Å
- Spin multiplicity: 3
- Expectation value of S²: 2.01
- E_HOMO (spin up / spin down): 3.23 / -0.77 eV
- Lowest unoccupied orbital energy (spin up / spin down): 4.6 / 5.2 eV